# 1
DFT (the ωB97M-V functional and the def2-TZVPD basis) results for 12 unconnected molecules or ions with the total composition C6H37NO11 in a non-equilibrium geometry.

Summary:
relative energy (zero: lowest compared OMol25 entry of this formula, charge and spin) = 24.6 kJ/mol
calculated total energy = -1132.84607 Eh
spin multiplicity = 2
total charge = +1

Geometry (Å):
C: -1.67417 -3.15067 2.00734
C: -0.52054 -2.13807 1.92413
C: -1.04960 -0.71508 2.31038
C: -1.39606 0.17404 1.10809
C: -0.14484 0.88700 0.57136
C: -0.34455 2.26480 -0.10832
N: 0.62520 -2.43585 2.71406
H: -2.55873 -2.85253 1.44428
H: -2.06701 -3.16343 3.02643
H: -1.31891 -4.10119 1.61146
H: -0.21558 -2.00078 0.86551
H: -0.24634 -0.27953 2.91506
H: -1.92242 -0.86215 2.95004
H: -2.11520 0.92506 1.43081
H: -1.75666 -0.42727 0.27012
H: 0.35308 0.23244 -0.13059
H: 0.60164 1.09842 1.33351
H: 0.06400 3.16273 0.35600
H: 0.06910 2.25888 -1.10771
H: -1.40542 2.41349 -0.26579
H: 0.53410 -2.14303 3.69341
H: 0.83607 -3.41881 2.69709
H: -1.32491 3.66292 2.88049
H: -1.30410 2.21500 3.49027
O: -0.82715 3.04535 3.42604
H: 0.84264 -1.57148 -3.90799
H: 0.18554 -0.17956 -4.37022
O: 0.09502 -1.14932 -4.36541
H: 2.50043 0.55494 -0.96522
H: 2.38596 2.07774 -1.11335
O: 2.09865 1.24532 -1.50272
H: 0.98265 -2.46722 -2.12085
H: 2.38299 -1.84930 -1.94409
O: 1.80619 -2.29373 -2.59021
H: 2.27769 -1.18911 2.41143
H: 2.68284 0.24682 2.41977
O: 2.90488 -0.59316 1.98276
H: -3.54449 1.93681 -0.63233
H: -4.09217 0.96483 0.44726
O: -4.33249 1.70188 -0.11552
H: 1.36781 1.17807 -3.24832
H: 0.18895 2.30150 -3.56401
O: 0.58794 1.45259 -3.73524
H: -0.91160 -1.37104 -3.08381
H: -2.32581 -1.74463 -2.88900
O: -1.60490 -1.39401 -2.35101
H: 0.86377 2.48571 2.66447
H: 2.17494 2.99295 3.11422
O: 1.75308 2.15105 2.90101
H: 4.00267 -1.95651 -0.72022
H: 3.36738 -0.97176 0.29930
O: 3.29134 -1.31946 -0.60782
H: -1.79920 0.43831 -1.76103
H: -2.44384 1.20927 -2.88646
O: -2.22952 1.28877 -1.95118

***

# 2
DFT (the ωB97M-V functional and the def2-TZVPD basis) results for 13 unconnected molecules or ions with the total composition C6H38NO12 in a non-equilibrium geometry.

Summary:
relative energy (zero: lowest compared OMol25 entry of this formula, charge and spin) = 488.3 kJ/mol
calculated total energy = -1208.71899 Eh
total charge = +1

Geometry (Å):
C: 0.68304 0.40610 -1.31634
C: 0.02373 -0.95129 -1.50833
C: -1.38604 -0.91993 -2.00800
C: -2.51804 -1.37531 -1.46597
C: -2.58712 -2.18283 -0.20023
C: -1.58252 -0.11353 -3.26137
N: 1.84797 0.15327 -0.42531
H: 0.08471 1.24750 -0.99031
H: 1.02576 0.79492 -2.28166
H: 0.52652 -1.68560 -2.14920
H: 0.09345 -1.46303 -0.52748
H: -3.50047 -1.08533 -1.84493
H: -3.47279 -2.11437 0.41940
H: -2.32121 -3.26015 -0.27723
H: -1.70729 -1.86986 0.35435
H: -0.78813 0.55982 -3.59106
H: -2.55987 0.41094 -3.32409
H: -1.72469 -0.76365 -4.13011
H: 2.24915 1.07517 -0.12351
H: 1.45621 -0.34629 0.37067
H: 2.56420 -0.45394 -0.80807
H: -3.32522 0.53468 1.40527
H: -3.17378 -0.08897 2.85453
O: -2.75320 0.41806 2.15674
H: 0.61396 1.34201 1.83208
H: 2.05575 1.55574 2.47456
O: 1.55669 1.31289 1.69834
H: -0.35089 1.04205 4.19482
H: -0.47677 2.48584 4.24593
O: -1.04797 1.71100 4.27518
H: -0.80277 -1.23932 3.64789
H: 0.49662 -1.40851 2.64953
O: -0.10125 -0.85257 3.12399
H: -0.76171 3.99914 0.17147
H: -1.38623 5.03001 -0.61264
O: -0.49435 4.73747 -0.37474
H: 2.86954 -0.74182 -4.20886
H: 2.97378 -1.86288 -3.17265
O: 2.70877 -0.94491 -3.28830
H: -0.29234 -4.39525 0.05871
H: 0.71223 -4.27603 1.20670
O: 0.64675 -4.34356 0.25095
H: 3.37681 3.05617 -1.69214
H: 3.50976 2.20970 -0.42728
O: 3.08811 2.22905 -1.28679
H: -2.67332 3.71491 -2.19515
H: -1.84846 3.05960 -1.34664
O: -2.69813 3.52818 -1.24008
H: -0.75599 2.14640 2.07518
H: -1.44020 3.44833 2.43353
O: -0.56639 3.05312 2.32449
H: 1.22115 -3.24082 2.74544
H: 2.11578 -2.51929 1.50406
O: 1.94936 -2.69483 2.45530
H: 3.57187 -2.59205 0.07032
H: 2.36179 -3.15788 -0.63094
O: 2.71368 -2.31825 -0.29001

***

# 3
DFT (the ωB97M-V functional and the def2-TZVPD basis) results for 13 unconnected molecules or ions with the total composition C6H38NO13 in a non-equilibrium geometry.

Summary:
relative energy (zero: lowest compared OMol25 entry of this formula, charge and spin) = 147.9 kJ/mol
calculated total energy = -1284.01431 Eh
total charge = +1

Geometry (Å):
C: -0.47915 1.20716 1.12185
O: 0.01958 0.24259 2.04466
C: -1.16712 0.34789 0.07097
C: -1.95634 1.26660 -0.98005
C: -1.33289 2.62802 -0.98573
C: -0.37784 3.08491 -1.79705
C: 0.01333 4.53777 -1.75180
N: -2.07959 -0.74939 0.55848
H: 0.42229 1.62178 0.65108
H: -1.04446 2.01342 1.59263
H: 0.49904 0.73206 2.74914
H: -0.35245 -0.14505 -0.44168
H: -2.04925 0.70957 -1.91495
H: -2.99732 1.16843 -0.65155
H: -1.76348 3.35680 -0.30959
H: 0.19038 2.37997 -2.41595
H: 0.98097 4.58853 -1.26478
H: 0.15077 4.99059 -2.73358
H: -0.73381 5.15185 -1.24049
H: -3.05481 -0.61607 0.32377
H: -1.97170 -0.70258 1.58169
H: -1.55441 -1.59965 0.33511
H: -0.07003 -4.52033 -2.36399
H: -1.08571 -5.15947 -1.39300
O: -1.00575 -4.56906 -2.14815
H: -2.54200 -2.75980 2.09836
H: -1.85996 -3.85517 1.43002
O: -2.46662 -3.13844 1.22141
H: 0.90710 -2.48585 -0.93200
H: -0.43552 -2.38226 -1.64953
O: 0.10260 -1.96286 -0.98644
H: 3.30327 1.46314 -0.51551
H: 3.28662 2.86909 0.00060
O: 3.11384 1.96520 0.28484
H: 1.88433 -1.33149 -2.00453
H: 1.89187 -1.09887 -3.51346
O: 2.05884 -1.76689 -2.84008
H: 3.52087 -1.52312 1.13315
H: 2.46823 -0.45368 1.38246
O: 2.57113 -1.36947 1.09046
H: -1.74305 -1.24682 -5.15076
H: -1.02148 -1.84074 -3.84358
O: -1.46367 -1.10208 -4.24585
H: -2.28670 -0.88287 4.56327
H: -3.74192 -0.50666 3.92797
O: -2.79321 -0.55679 3.81945
H: 4.37883 0.93798 3.22014
H: 3.36422 0.40031 4.27288
O: 3.53505 0.49274 3.33216
H: 1.89451 2.18391 2.62783
H: 1.66173 1.65351 4.01909
O: 1.23747 2.15752 3.33488
H: 0.36529 0.73815 -4.47221
H: -0.33264 0.34409 -3.24160
O: 0.50509 0.72901 -3.51660
H: 0.56977 -3.20990 1.80477
H: 0.69096 -1.80984 2.25803
O: 0.17489 -2.61741 2.45335